[1]
The following is a DFT calculation (ωB97M-V/def2-TZVPD) of a 12-piece molecular cluster, C49H131N15O17 overall in a non-equilibrium geometry.

Summary:
- gap between HOMO and LUMO (eV) = 9.074
- energy above the lowest of the compared OMol25 structures with the same formula, charge and spin (kcal/mol) = 0.0
- M (g mol⁻¹) = 1202.7
- E_LUMO (eV) = 0.51
- spin multiplicity = 1
- HOMO level (eV) = -8.561
- charge = 0

Each line ends with the Löwdin charge.
Atoms and positions in Å:
H  -1.957  -5.194  4.497  0.073
H  3.658  0.725  -4.816  0.078
H  -2.530  3.922  -1.631  0.114
C  1.584  -4.228  -2.424  -0.259
C  0.130  -3.736  4.270  -0.209
H  -2.563  -1.518  -0.625  0.078
H  -2.988  0.675  4.799  0.108
H  -1.583  3.987  -5.362  0.118
N  6.129  0.083  -2.882  0.153
C  -5.166  2.696  6.971  -0.468
C  4.064  0.316  -7.870  -0.092
O  -2.198  -3.614  -0.061  -0.200
C  3.204  3.213  2.398  -0.225
H  2.089  -3.331  3.587  0.102
H  -0.994  -5.296  -8.715  0.158
H  5.695  -4.153  -4.100  0.083
C  1.953  -6.629  -1.968  -0.178
H  1.034  1.774  -4.822  0.136
C  3.840  0.261  4.236  -0.083
H  0.840  -6.927  -4.718  0.034
H  0.235  -1.302  -8.218  0.147
H  2.380  2.541  2.042  0.109
C  -2.316  -1.478  5.510  -0.220
C  0.660  3.351  6.110  -0.637
H  -5.405  1.311  2.738  0.079
H  1.864  -3.262  -1.987  0.112
H  -1.512  1.642  4.916  0.021
H  3.368  4.968  -3.009  0.073
H  1.052  -1.963  3.594  0.106
H  -3.465  -4.908  -1.042  0.091
N  0.036  4.011  7.116  0.174
C  -5.988  2.663  5.718  -0.207
N  3.902  -2.330  0.340  0.175
C  -5.996  6.440  3.929  -0.110
H  -1.824  1.968  -0.695  0.104
C  0.842  -0.515  -3.690  -0.183
C  0.039  -7.335  -4.221  -0.104
C  -1.615  6.806  3.630  -0.044
C  1.094  -3.031  3.367  -0.173
N  -3.735  2.989  6.807  0.057
H  -0.782  6.254  -2.205  0.089
H  1.574  -1.711  0.826  0.025
C  -0.964  1.397  -0.348  -0.238
H  5.117  2.319  0.613  0.111
H  -0.702  -0.515  7.287  0.101
C  -1.706  1.670  1.960  -0.035
C  4.149  2.696  0.306  -0.218
H  -2.160  -4.281  -2.049  0.096
C  0.514  -7.413  -8.291  -0.106
H  -0.595  -1.536  1.510  0.137
H  2.336  -6.783  -2.973  0.096
C  2.776  4.089  -2.854  -0.058
O  -0.307  -6.789  -2.952  -0.186
C  4.156  2.404  3.280  -0.201
H  0.401  -1.362  6.204  0.074
H  -0.829  -3.200  4.222  0.084
C  3.241  -1.264  -0.229  -0.656
C  -0.919  -3.187  0.103  -0.277
C  -0.597  -2.708  1.527  -0.176
H  1.385  -0.417  -0.288  0.081
N  1.889  -5.218  -1.466  -0.030
O  2.729  -0.090  -8.052  -0.206
H  1.434  0.054  -2.931  0.084
C  5.506  0.426  -4.031  -0.684
C  0.368  -3.858  -7.719  -0.263
H  -0.405  -7.346  -8.929  0.098
H  -0.477  -3.268  -7.344  0.116
H  0.931  -4.087  1.526  0.115
C  -3.431  -1.658  3.532  -0.117
H  1.296  -8.040  -8.665  0.079
H  -2.228  -0.398  -2.039  0.069
H  -1.449  7.802  3.946  0.054
O  6.096  0.618  -5.071  0.024
C  -0.578  1.887  1.003  -0.452
C  4.272  3.253  -1.132  -0.251
H  -1.855  -2.153  6.301  0.145
H  0.214  -8.402  -4.218  0.094
C  1.150  -1.802  -8.756  -0.195
H  -1.785  1.439  -5.868  0.106
H  -3.261  -1.108  5.862  0.122
H  4.762  1.759  2.635  0.100
O  -5.487  1.725  4.750  -0.199
H  4.843  3.157  3.724  0.136
H  -6.346  5.558  4.447  0.064
H  0.360  0.426  6.240  0.041
H  6.965  -0.502  -2.947  0.113
H  -4.347  5.782  5.523  0.099
C  -1.064  -5.791  4.576  -0.087
H  -3.141  2.921  -3.801  0.118
H  -1.425  2.120  2.880  0.037
N  0.707  -3.177  1.938  -0.082
O  0.163  2.999  5.033  -0.019
C  -2.406  -4.665  -1.022  -0.050
H  -7.024  2.448  5.941  0.123
N  4.116  0.631  -3.911  0.147
H  -2.723  4.650  3.239  0.108
H  -3.692  -2.378  2.761  0.097
H  -2.230  6.778  2.708  0.087
H  0.537  -4.265  -2.712  0.114
H  -1.420  -3.098  2.154  0.113
H  0.252  -7.827  -7.310  0.074
H  2.599  -7.194  -1.253  0.136
N  0.781  -3.233  -8.958  -0.050
N  3.842  3.779  1.211  -0.049
H  0.347  4.437  7.969  0.105
C  -5.766  3.679  7.910  -0.079
C  -0.212  -0.453  6.285  -0.048
H  4.034  1.397  -8.037  0.102
O  -2.616  -2.316  4.433  -0.214
N  -0.255  3.319  0.847  0.068
C  -1.906  4.053  -2.536  -0.228
H  -5.366  3.362  8.881  0.083
H  -1.175  -6.744  4.100  0.073
H  4.679  -0.178  -8.610  0.083
H  -1.883  0.630  1.968  0.043
H  -2.890  -0.840  3.095  0.058
H  2.276  -1.744  -7.019  0.081
H  3.665  -2.761  1.206  0.083
H  -6.212  7.267  4.541  0.071
N  1.940  -1.130  0.135  0.223
H  2.158  -3.392  -4.335  0.110
H  1.506  -3.729  -9.436  0.101
C  2.436  -4.219  -3.646  -0.245
H  -0.593  2.455  -6.626  0.116
H  3.517  -0.272  5.193  0.114
O  3.773  -4.109  -3.170  -0.174
H  -3.172  2.154  6.755  0.028
H  -1.952  6.122  5.630  0.129
H  3.423  1.859  0.231  0.116
C  -1.293  -0.431  5.245  -0.449
H  4.960  0.193  4.195  0.099
H  -2.554  6.608  -1.567  0.104
C  -3.881  6.498  4.844  -0.198
H  -5.267  3.071  3.145  0.087
H  -1.536  4.125  4.351  0.041
H  -5.191  1.657  7.346  0.146
O  -0.236  0.188  -4.114  -0.203
O  -4.621  6.388  3.634  -0.182
H  4.466  0.026  -6.928  0.047
H  1.272  -1.416  -9.784  0.119
H  -0.588  -2.462  -0.649  0.103
H  -3.632  3.552  5.936  0.043
C  -0.926  2.047  -5.677  -0.195
H  3.446  -0.121  3.351  0.050
H  2.314  -5.199  -4.295  0.135
H  4.399  -3.211  -4.968  0.095
H  4.587  2.492  -1.879  0.110
C  0.191  1.105  -5.184  -0.156
H  -6.881  3.594  7.985  0.093
H  2.807  3.923  3.107  0.113
H  -1.609  1.986  -3.323  0.080
O  3.033  3.691  -1.491  -0.222
C  4.646  -4.079  -4.316  -0.084
H  1.670  4.230  -3.083  0.099
H  3.150  4.462  0.861  0.120
H  0.478  -3.697  5.264  0.103
O  0.916  -6.066  -8.167  -0.207
H  -1.871  7.204  -3.051  0.063
H  -0.643  6.335  3.589  0.067
O  -1.132  -0.014  -0.312  -0.223
H  1.158  -3.836  -6.836  0.144
H  1.594  -0.819  -4.443  0.071
H  0.471  3.379  0.125  0.063
H  3.218  3.367  -3.528  0.059
H  -0.197  1.678  -1.122  0.133
C  -1.853  6.380  -2.400  -0.109
C  -0.180  -5.233  -7.850  -0.264
H  3.286  -2.046  -8.457  0.140
H  2.360  3.094  7.337  0.101
H  0.571  -8.328  -1.882  0.121
C  0.575  -7.231  -1.920  -0.230
H  0.149  -6.881  -0.962  0.115
H  -3.125  0.140  -0.643  0.095
H  -5.508  4.680  7.721  0.052
H  3.647  -0.028  -3.241  0.068
H  0.411  0.369  -5.997  0.121
H  -2.609  2.266  1.613  0.117
C  -2.311  -0.514  -0.993  -0.038
H  -0.819  -7.016  -4.807  0.088
H  -0.236  -4.049  -0.038  0.106
N  -2.474  4.566  4.283  0.042
O  -2.211  5.273  -3.191  -0.210
H  0.356  1.334  1.255  0.135
H  -4.381  -1.251  3.915  0.100
H  5.011  4.094  -1.068  0.134
C  2.428  -1.470  -8.027  -0.251
H  -3.907  7.539  5.207  0.135
H  4.471  -4.887  -4.953  0.055
H  -1.653  -5.448  -0.916  0.067
H  0.159  3.637  1.722  0.063
H  2.490  2.479  5.687  0.082
H  -0.708  -5.578  -6.884  0.132
O  0.004  -5.141  3.839  -0.183
C  -5.761  2.095  3.411  -0.114
H  5.540  -0.175  -2.089  0.057
N  -2.017  0.845  5.275  0.064
H  -0.782  4.070  -2.215  0.123
H  0.532  -1.478  -3.194  0.096
H  -6.587  6.504  3.031  0.089
N  -1.196  3.208  -4.793  -0.060
C  -2.448  5.977  4.662  -0.429
N  2.008  3.109  6.374  0.141
H  -0.960  4.029  7.053  0.078
O  3.465  1.641  4.290  -0.240
O  3.766  -0.662  -1.140  0.003
H  -6.839  2.366  3.280  0.093
C  -2.054  2.916  -3.623  -0.176
H  4.835  -2.402  -0.003  0.095
H  2.799  -4.959  -1.112  0.094
H  -0.881  -5.975  5.661  0.093
H  -5.969  3.683  5.320  0.097
H  -0.849  -0.743  4.285  0.130

***

[2]
The following is a DFT calculation (ωB97M-V/def2-TZVPD) of a 5-piece molecular cluster, C36H46ClF13NO10P overall in a non-equilibrium geometry.

Summary:
- gap between HOMO and LUMO (eV) = 6.910
- M (g mol⁻¹) = 966.2
- E_LUMO (eV) = -1.04
- spin multiplicity = 1
- HOMO level (eV) = -7.950
- charge = 0

Each line ends with the Löwdin charge.
Atoms and positions in Å:
C  -0.107  2.470  -1.530  -0.082
O  1.246  -2.367  2.872  0.020
H  -0.813  -4.613  -4.432  0.126
H  0.502  0.834  -6.928  0.117
C  -1.017  -6.722  -4.923  -0.060
C  1.819  8.019  -1.030  -0.167
H  2.337  -7.013  1.408  0.102
C  -0.585  4.202  -5.849  -0.312
C  -6.091  6.076  5.146  -0.515
C  -0.251  -5.844  -0.677  -0.506
H  -3.454  3.226  2.841  0.078
H  -1.837  -0.442  -2.316  0.083
H  -2.806  1.198  -0.719  0.086
C  4.572  -7.607  5.135  -0.515
H  0.115  5.912  2.658  0.079
H  1.180  7.999  -0.066  0.063
C  1.316  -1.114  3.365  -0.367
F  -7.291  5.768  5.668  0.157
H  -1.631  -7.574  -4.622  0.085
F  5.773  -7.826  5.697  0.160
C  3.374  -7.252  1.648  -0.204
H  0.292  4.067  2.872  0.071
H  0.052  6.138  -6.209  0.146
O  -1.383  -5.696  -2.745  0.027
H  -1.279  -2.199  3.923  0.077
F  -6.305  6.372  3.847  0.154
C  -0.731  1.889  -4.160  -0.093
C  -0.756  -0.081  -2.300  -0.159
F  -1.194  2.123  2.181  -0.107
C  -0.089  4.351  -3.349  -0.029
O  -3.978  5.187  4.566  0.025
H  1.364  -0.811  -2.209  0.076
H  -1.492  1.666  -6.219  0.093
F  3.795  -8.657  5.473  0.155
Cl  -2.583  -0.134  -5.071  0.536
C  1.387  -0.073  -5.103  -0.125
H  -4.122  2.464  4.275  0.080
C  -0.525  1.475  -2.680  -0.041
H  3.187  -9.357  1.212  0.085
P  0.621  5.367  -0.724  0.991
C  0.144  3.970  -1.838  -0.231
F  -0.774  -4.766  -0.056  0.150
H  -2.461  -5.225  -4.406  0.128
H  2.135  6.323  -2.597  0.070
H  1.936  5.856  1.291  0.085
C  -2.382  1.072  0.331  -0.048
C  0.281  -0.961  -1.903  -0.008
F  -1.029  -6.892  -0.339  0.161
H  -1.124  -6.569  -5.999  0.085
C  -5.066  4.960  5.328  -0.371
H  1.163  -0.981  -4.456  0.055
H  -2.402  2.274  3.910  0.071
H  0.880  -3.249  4.731  0.129
O  -0.145  6.925  -3.727  0.048
O  0.852  -5.434  -2.800  0.164
C  1.295  4.946  0.968  -0.420
C  -0.010  5.740  -4.096  -0.352
C  -1.367  2.273  0.746  -0.282
H  0.022  -6.989  -4.716  0.076
F  -5.695  7.221  5.740  0.156
H  3.676  -8.361  -0.179  0.084
F  0.950  -6.066  -0.110  0.144
C  -0.495  3.394  -4.488  0.023
H  0.036  -1.849  -1.239  0.067
F  1.720  -0.342  1.136  0.137
C  0.127  0.172  -6.057  -0.239
O  3.430  -7.465  3.069  0.022
C  -1.108  0.961  -5.389  -0.581
O  -1.169  3.994  -6.928  0.066
H  -2.718  3.991  5.729  0.130
C  -2.919  4.221  4.679  -0.189
H  -1.467  -3.949  4.117  0.086
H  2.965  6.116  -0.983  0.078
H  -0.216  -0.804  -6.565  0.111
C  0.556  -3.327  3.690  -0.198
O  5.670  -7.197  3.010  0.167
H  3.978  -6.387  1.363  0.131
C  -0.946  -3.172  3.554  -0.056
C  -1.427  -5.476  -4.161  -0.202
H  1.340  8.699  -1.804  0.074
C  0.028  1.960  -0.037  -0.119
N  0.225  5.399  -5.512  0.122
H  -1.816  3.272  0.439  0.133
H  1.758  0.842  -4.540  0.082
H  2.862  8.378  -0.690  0.078
H  -0.912  4.838  1.605  0.051
C  -0.162  -5.644  -2.187  -0.374
H  2.258  -0.391  -5.795  0.085
H  -2.020  4.692  4.275  0.113
H  -3.245  1.093  1.098  0.086
H  -1.244  -3.233  2.504  0.074
F  3.427  -0.485  2.456  0.163
C  1.989  6.488  -1.483  -0.405
C  -3.238  2.971  3.882  -0.065
H  0.855  -4.315  3.333  0.122
H  0.094  0.808  -0.003  0.079
H  -1.867  0.055  0.490  0.088
H  0.948  2.313  0.528  0.096
C  2.107  -0.211  2.423  -0.506
O  0.843  -0.773  4.417  0.170
O  -5.190  4.021  6.070  0.164
C  4.657  -7.408  3.624  -0.370
F  1.981  1.094  2.726  0.152
C  0.125  4.895  2.109  -0.176
H  4.833  -8.757  1.101  0.077
C  3.791  -8.502  0.897  -0.056
F  4.048  -6.528  5.753  0.155
H  2.016  4.061  1.036  0.073